114
Properties=species:S:1:pos:R:3 method="wB97M-V/def2-TZVPD" total_charge=0 lumo_energy_ev="-1.08 / -1.00" homo_ev="-7.9 / -7.9" multiplicity=2 orbital_gap_ev="6.793 / 6.870" de_lowest_ev=0.0000
Ru -0.574 0.342 -0.022
Se -6.645 -3.620 0.678
P -5.003 -3.260 1.916
C -4.171 -4.803 2.397
C -3.835 -5.675 1.359
C -3.266 -6.904 1.640
C -3.033 -7.280 2.959
C -3.371 -6.423 3.993
C -3.944 -5.188 3.713
C -5.498 -2.391 3.426
C -6.343 -3.049 4.321
C -6.877 -2.369 5.402
C -6.606 -1.018 5.578
C -5.790 -0.352 4.677
C -5.230 -1.040 3.610
C -3.703 -2.241 1.142
C -2.452 -1.704 1.480
N -2.043 -1.025 0.375
N -2.960 -1.136 -0.566
N -3.955 -1.858 -0.126
P -1.235 -1.761 2.774
Se 0.315 -0.345 2.192
C -0.516 -3.403 2.890
C 0.348 -3.680 3.951
C 1.026 -4.884 3.987
C 0.856 -5.807 2.960
C 0.003 -5.528 1.905
C -0.690 -4.327 1.868
C -1.878 -1.367 4.412
C -2.317 -2.392 5.248
C -2.807 -2.093 6.509
C -2.850 -0.775 6.940
C -2.405 0.247 6.113
C -1.916 -0.047 4.850
H -4.050 -5.391 0.335
H -3.015 -7.577 0.830
H -2.596 -8.246 3.177
H -3.204 -6.718 5.021
H -4.237 -4.538 4.527
H -6.607 -4.086 4.147
H -7.531 -2.887 6.092
H -7.045 -0.482 6.411
H -5.590 0.704 4.800
H -4.599 -0.521 2.902
H 0.494 -2.953 4.742
H 1.697 -5.100 4.808
H 1.397 -6.744 2.984
H -0.126 -6.244 1.105
H -1.351 -4.106 1.040
H -2.255 -3.419 4.920
H -3.151 -2.890 7.155
H -3.229 -0.543 7.928
H -2.429 1.273 6.455
H -1.540 0.742 4.211
F 0.390 -4.098 -2.642
C -0.321 -3.111 -2.104
F -1.612 -3.359 -2.275
F -0.064 -3.061 -0.794
S 0.127 -1.515 -2.919
O -0.570 -0.499 -2.138
O -0.291 -1.670 -4.269
N 1.690 -1.423 -2.838
S 2.517 -0.939 -1.587
O 3.471 0.068 -1.928
O 1.729 -0.743 -0.389
C 3.531 -2.435 -1.225
F 4.216 -2.807 -2.303
F 2.760 -3.445 -0.833
F 4.389 -2.144 -0.248
C 6.497 0.139 -5.302
C 5.552 1.306 -5.239
C 5.966 2.553 -4.789
C 5.075 3.611 -4.685
C 3.746 3.439 -5.046
N 2.881 4.567 -4.985
C 1.514 4.567 -4.887
O 0.817 5.376 -5.463
N 0.937 3.619 -4.043
C 1.372 3.168 -2.796
C 2.481 3.657 -2.113
C 2.716 3.206 -0.827
C 1.844 2.313 -0.237
N 0.785 1.830 -0.892
C 0.579 2.225 -2.149
C 3.320 2.204 -5.518
C 4.219 1.156 -5.607
H 7.527 0.452 -5.132
H 6.448 -0.356 -6.273
H 6.240 -0.604 -4.544
H 7.001 2.703 -4.504
H 5.413 4.577 -4.326
H 3.214 5.402 -5.443
H -0.055 3.555 -4.210
H 3.131 4.391 -2.568
H 3.571 3.563 -0.270
H 1.996 1.950 0.770
H -0.279 1.803 -2.658
H 2.295 2.059 -5.831
H 3.866 0.196 -5.964
C -1.263 2.000 1.066
C -2.535 2.006 0.336
C -3.692 1.482 0.940
C -4.860 1.324 0.236
C -4.905 1.699 -1.113
C -3.791 2.256 -1.721
C -2.617 2.418 -0.997
C -6.121 1.540 -1.863
N -7.087 1.431 -2.475
H -1.380 1.835 2.130
H -0.596 2.826 0.844
H -3.639 1.193 1.983
H -5.739 0.899 0.702
H -3.845 2.566 -2.756
H -1.767 2.903 -1.458